Entry 1:
A 2-piece molecular cluster, C4H7IN2 overall. Source: the Open Molecules 2025 dataset; level of theory: the ωB97M-V functional and the def2-TZVPD basis.

Values from the calculation:
HOMO	-8.95	eV
energy above the lowest of the compared OMol25 structures with the same formula, charge and spin	0.0	kcal per mole
2S+1	1
HOMO-LUMO gap	0.3442	hartree

Each line ends with the Löwdin charge.
Geometry (Å):
I (1.719, -0.920, 3.116)  0.64
C (0.357, 0.622, 2.651)  -0.63
H (-0.283, 0.326, 1.802)  -0.01
H (0.899, 1.543, 2.379)  0.00
H (-0.289, 0.837, 3.519)  0.00
N (-0.245, 1.127, -1.810)  0.03
C (0.792, 0.346, -1.552)  -0.22
C (-1.345, 0.308, -1.711)  -0.18
C (-0.969, -0.978, -1.391)  -0.13
N (0.400, -0.934, -1.293)  0.03
H (1.838, 0.652, -1.539)  0.12
H (-2.353, 0.687, -1.876)  0.09
H (-1.535, -1.895, -1.228)  0.11
H (1.015, -1.720, -1.067)  0.15


Entry 2:
C9H20GeMgN5 as an isolated structure. Source: the Open Molecules 2025 dataset; level of theory: the ωB97M-V functional and the def2-TZVPD basis.

Values from the calculation:
HOMO	-2.03	eV
total charge	-1
energy above the lowest of the compared OMol25 structures with the same formula, charge and spin	0.0	kcal per mole
2S+1	1
HOMO-LUMO gap	0.1637	hartree

Each line ends with the Löwdin charge.
Geometry (Å):
Mg (-0.681, 1.045, 0.192)  0.42
N (1.418, 0.343, -0.388)  -0.03
C (2.470, 0.831, 0.532)  -0.26
C (2.284, 0.357, 1.974)  -0.19
C (1.072, 0.904, 2.724)  -0.26
N (-0.163, 0.297, 2.208)  -0.02
H (1.442, -0.671, -0.444)  0.09
H (1.609, 0.682, -1.327)  0.09
H (2.443, 1.920, 0.497)  0.10
H (3.458, 0.511, 0.184)  0.11
H (3.189, 0.629, 2.523)  0.11
H (2.248, -0.741, 1.993)  0.11
H (1.001, 1.982, 2.572)  0.10
H (1.207, 0.726, 3.797)  0.11
H (-1.010, 0.675, 2.626)  0.09
H (-0.165, -0.701, 2.395)  0.08
C (-2.450, -2.455, -1.016)  -0.27
Ge (-3.288, -1.041, 0.117)  0.53
C (-3.011, -1.865, 1.959)  -0.28
C (-5.253, -1.322, -0.105)  -0.27
C (-2.597, 0.638, -0.311)  -0.49
H (-2.954, -3.420, -0.912)  -0.01
H (-1.398, -2.597, -0.744)  -0.02
H (-2.490, -2.142, -2.061)  0.00
H (-3.528, -2.827, 2.046)  -0.01
H (-3.388, -1.202, 2.744)  -0.01
H (-1.946, -2.050, 2.141)  -0.04
H (-5.548, -2.365, 0.039)  -0.01
H (-5.538, -1.004, -1.110)  -0.01
H (-5.802, -0.705, 0.610)  -0.01
H (-3.161, 1.444, 0.191)  -0.17
N (0.138, 2.964, 0.345)  0.09
C (0.259, 4.068, -0.021)  -0.34
N (0.339, 5.308, -0.351)  0.05
C (1.466, 5.705, -0.925)  -0.44
N (2.427, 6.129, -1.415)  0.06


Entry 3:
A 2-piece molecular cluster, C4H10N2O2 overall. Source: the Open Molecules 2025 dataset; level of theory: the ωB97M-V functional and the def2-TZVPD basis.

Values from the calculation:
HOMO	-8.17	eV
energy above the lowest of the compared OMol25 structures with the same formula, charge and spin	92.9	kcal per mole
2S+1	1
HOMO-LUMO gap	0.3312	hartree

Each line ends with the Löwdin charge.
Geometry (Å):
C (0.934, -1.587, 1.093)  -0.10
N (0.676, -0.163, 0.876)  -0.23
C (0.067, 0.630, -1.215)  -0.56
N (1.672, 0.640, 1.527)  0.00
O (-0.038, -0.557, -1.858)  0.05
O (0.866, 1.479, -1.566)  0.04
H (0.661, -0.525, -2.537)  0.13
H (2.492, 0.676, 0.915)  0.08
H (1.344, 1.609, 1.560)  0.08
H (1.984, -1.836, 0.913)  0.08
H (0.321, -2.169, 0.402)  0.07
H (0.670, -1.865, 2.116)  0.07
C (-1.408, 1.086, -0.650)  -0.08
C (-2.494, 0.307, -0.716)  0.01
H (-3.479, 0.682, -0.453)  0.06
H (-1.522, 2.161, -0.539)  0.10
H (-0.326, 0.179, 1.099)  0.13
H (-2.419, -0.747, -0.968)  0.06


Entry 4:
One molecule with the formula C4H12N2O. Source: the Open Molecules 2025 dataset; level of theory: the ωB97M-V functional and the def2-TZVPD basis.

Values from the calculation:
HOMO	-8.83	eV
energy above the lowest of the compared OMol25 structures with the same formula, charge and spin	74.2	kcal per mole
2S+1	1
HOMO-LUMO gap	0.3617	hartree

Each line ends with the Löwdin charge.
Geometry (Å):
C (-0.374, 0.739, -0.197)  -0.17
C (0.598, -0.412, -0.048)  -0.24
C (-2.475, -0.426, 0.567)  -0.10
C (3.015, -0.600, -0.194)  -0.15
N (-1.732, 0.145, -0.529)  -0.27
N (1.880, 0.292, -0.066)  -0.16
O (-2.518, 1.130, -1.177)  -0.07
H (-2.720, 1.849, -0.549)  0.09
H (1.984, 0.872, 0.762)  0.11
H (-0.113, 1.347, -1.064)  0.12
H (-0.435, 1.352, 0.719)  0.12
H (0.525, -1.058, -0.925)  0.12
H (0.442, -0.971, 0.888)  0.11
H (-1.921, -1.276, 0.960)  0.08
H (-2.653, 0.300, 1.381)  0.08
H (-3.433, -0.788, 0.191)  0.09
H (3.083, -1.328, 0.629)  0.07
H (2.916, -1.153, -1.128)  0.08
H (3.931, -0.014, -0.219)  0.07


Entry 5:
One molecule with the formula C7H12O2S2. Source: the Open Molecules 2025 dataset; level of theory: the ωB97M-V functional and the def2-TZVPD basis.

Values from the calculation:
HOMO (alpha / beta)	-3.95 / -8.04	eV
expectation value of S²	2.009
energy above the lowest of the compared OMol25 structures with the same formula, charge and spin	0.0	kcal per mole
2S+1	3
HOMO-LUMO gap (alpha / beta)	0.1651 / 0.1672	hartree

Each line ends with the Löwdin spin population.
Geometry (Å):
C (-0.200, 1.925, -0.085)  0.26
C (0.487, -2.881, -1.032)  0.04
C (-0.305, -1.827, -1.702)  0.11
C (1.100, -0.250, -0.076)  0.10
C (0.982, 2.786, -0.124)  0.07
C (-1.784, 0.023, 2.026)  0.00
C (0.086, 0.543, 0.636)  0.13
O (-1.344, 2.118, -0.373)  0.32
O (-1.002, -0.208, 0.811)  0.01
S (1.219, -2.066, 0.438)  0.09
S (0.646, -0.285, -1.874)  0.77
H (-0.257, -3.626, -0.666)  0.00
H (1.349, -3.166, -1.657)  0.00
H (-0.607, -2.064, -2.792)  0.01
H (-1.253, -1.643, -1.203)  0.02
H (2.183, 0.135, 0.031)  0.00
H (1.884, 2.316, 0.141)  0.00
H (1.009, 3.725, 0.345)  0.02
H (1.101, 3.092, -1.243)  0.02
H (-2.683, -0.597, 1.917)  0.00
H (-2.026, 1.076, 2.011)  0.00
H (-1.159, -0.136, 2.981)  0.00
H (0.573, 1.011, 1.491)  0.02


Entry 6:
C49H69AlN11O3S as an isolated structure. Source: the Open Molecules 2025 dataset; level of theory: the ωB97M-V functional and the def2-TZVPD basis.

Values from the calculation:
HOMO	-5.76	eV
total charge	-1
energy above the lowest of the compared OMol25 structures with the same formula, charge and spin	7.8	kcal per mole
2S+1	1
HOMO-LUMO gap	0.2774	hartree

Each line ends with the Löwdin charge.
Geometry (Å):
O (2.120, -0.385, 4.927)  -0.39
S (0.835, -0.767, 5.463)  0.55
O (0.895, -1.926, 6.332)  -0.41
C (-0.312, -0.914, 4.193)  -0.41
Al (-0.538, 0.787, 3.045)  0.26
C (1.188, 1.482, 2.254)  -0.28
C (1.751, 0.894, 0.942)  -0.28
C (1.719, -0.638, 0.816)  -0.19
C (0.782, -1.201, -0.246)  -0.27
O (-0.481, -0.569, -0.345)  -0.11
H (0.385, 0.266, 6.214)  0.07
H (-0.072, -1.786, 3.600)  0.04
H (-1.273, -1.094, 4.668)  0.02
H (-1.115, 1.933, 4.054)  -0.09
H (-1.716, 0.465, 2.002)  -0.08
H (1.020, 2.544, 2.088)  0.03
H (1.977, 1.389, 2.993)  0.03
H (1.318, 1.349, 0.055)  0.09
H (2.803, 1.171, 0.903)  0.06
H (2.706, -0.950, 0.477)  0.10
H (1.581, -1.120, 1.776)  0.09
H (1.279, -1.163, -1.216)  0.10
H (0.560, -2.237, -0.021)  0.11
H (-0.373, 0.332, -0.682)  0.07
N (-4.241, 0.982, 4.255)  0.02
C (-5.215, 1.436, 3.426)  -0.16
C (-5.880, 2.452, 4.063)  -0.12
C (-5.260, 2.620, 5.332)  -0.12
C (-4.247, 1.696, 5.414)  -0.14
H (-3.601, 0.239, 4.030)  0.11
H (-5.353, 0.988, 2.457)  0.08
H (-6.711, 3.013, 3.667)  0.08
H (-5.522, 3.335, 6.093)  0.08
H (-3.535, 1.492, 6.194)  0.11
N (5.641, 2.421, 1.175)  0.02
C (5.690, 2.057, -0.140)  -0.14
C (6.263, 3.087, -0.837)  -0.13
C (6.575, 4.112, 0.098)  -0.12
C (6.178, 3.667, 1.330)  -0.14
H (5.260, 1.857, 1.915)  0.15
H (5.311, 1.104, -0.465)  0.11
H (6.434, 3.102, -1.902)  0.07
H (7.034, 5.065, -0.109)  0.08
H (6.231, 4.130, 2.300)  0.11
N (2.592, -4.317, 5.201)  0.02
C (1.394, -4.939, 5.016)  -0.14
C (1.642, -6.236, 4.645)  -0.12
C (3.053, -6.401, 4.610)  -0.13
C (3.608, -5.197, 4.960)  -0.15
H (2.693, -3.352, 5.477)  0.12
H (0.473, -4.404, 5.166)  0.10
H (0.896, -6.981, 4.425)  0.08
H (3.597, -7.297, 4.358)  0.08
H (4.636, -4.894, 5.056)  0.10
N (-6.647, 0.131, -0.156)  0.01
C (-6.772, -1.104, -0.732)  -0.15
C (-8.010, -1.591, -0.400)  -0.12
C (-8.656, -0.611, 0.404)  -0.10
C (-7.791, 0.441, 0.533)  -0.15
H (-5.836, 0.720, -0.214)  0.13
H (-5.975, -1.524, -1.323)  0.11
H (-8.413, -2.545, -0.700)  0.09
H (-9.639, -0.672, 0.838)  0.10
H (-7.884, 1.377, 1.056)  0.12
N (-6.846, -5.096, -0.298)  0.01
C (-6.140, -6.151, -0.809)  -0.14
C (-6.620, -7.294, -0.231)  -0.11
C (-7.658, -6.914, 0.663)  -0.11
C (-7.773, -5.551, 0.598)  -0.14
H (-6.704, -4.133, -0.540)  0.11
H (-5.359, -5.997, -1.534)  0.10
H (-6.266, -8.293, -0.424)  0.09
H (-8.249, -7.565, 1.283)  0.09
H (-8.430, -4.870, 1.110)  0.10
N (-4.993, 1.859, -2.757)  0.00
C (-5.016, 1.417, -4.053)  -0.14
C (-4.473, 2.398, -4.836)  -0.11
C (-4.104, 3.471, -3.978)  -0.11
C (-4.436, 3.108, -2.702)  -0.14
H (-5.333, 1.344, -1.970)  0.10
H (-5.416, 0.450, -4.303)  0.10
H (-4.350, 2.353, -5.904)  0.09
H (-3.646, 4.402, -4.267)  0.09
H (-4.323, 3.626, -1.765)  0.11
N (-4.735, -2.766, 2.371)  0.01
C (-4.542, -2.658, 3.721)  -0.15
C (-3.369, -3.294, 4.030)  -0.12
C (-2.832, -3.801, 2.815)  -0.11
C (-3.697, -3.459, 1.812)  -0.14
H (-5.519, -2.392, 1.868)  0.12
H (-5.253, -2.137, 4.340)  0.10
H (-2.938, -3.382, 5.013)  0.09
H (-1.913, -4.350, 2.695)  0.09
H (-3.659, -3.645, 0.752)  0.10
N (8.156, 4.166, -4.187)  0.01
C (8.034, 5.101, -5.175)  -0.13
C (8.256, 4.474, -6.374)  -0.10
C (8.516, 3.105, -6.097)  -0.09
C (8.446, 2.947, -4.739)  -0.17
H (8.048, 4.341, -3.203)  0.14
H (7.801, 6.125, -4.943)  0.11
H (8.231, 4.944, -7.342)  0.09
H (8.729, 2.328, -6.811)  0.10
H (8.573, 2.077, -4.117)  0.09
N (-9.784, 1.915, -1.763)  0.01
C (-10.765, 1.013, -2.060)  -0.15
C (-11.930, 1.707, -2.252)  -0.12
C (-11.637, 3.085, -2.063)  -0.12
C (-10.304, 3.179, -1.764)  -0.14
H (-8.828, 1.681, -1.567)  0.12
H (-10.550, -0.041, -2.109)  0.10
H (-12.886, 1.276, -2.500)  0.09
H (-12.325, 3.910, -2.138)  0.09
H (-9.684, 4.033, -1.553)  0.10
N (8.736, -0.697, -3.737)  0.00
C (8.627, -1.904, -4.372)  -0.14
C (7.376, -2.398, -4.119)  -0.11
C (6.702, -1.450, -3.301)  -0.10
C (7.565, -0.411, -3.085)  -0.15
H (9.551, -0.112, -3.748)  0.13
H (9.444, -2.306, -4.945)  0.10
H (6.985, -3.334, -4.478)  0.09
H (5.699, -1.524, -2.916)  0.09
H (7.449, 0.500, -2.523)  0.09
N (11.445, 3.361, -3.684)  0.01
C (12.277, 4.416, -3.924)  -0.14
C (13.498, 4.125, -3.373)  -0.12
C (13.396, 2.841, -2.776)  -0.12
C (12.117, 2.398, -2.986)  -0.15
H (10.480, 3.304, -3.977)  0.09
H (11.931, 5.279, -4.467)  0.11
H (14.366, 4.762, -3.395)  0.09
H (14.170, 2.306, -2.252)  0.09
H (11.631, 1.481, -2.695)  0.10


Entry 7:
One molecule with the formula C5H7NO. Source: the Open Molecules 2025 dataset; level of theory: the ωB97M-V functional and the def2-TZVPD basis.

Values from the calculation:
HOMO	-9.32	eV
energy above the lowest of the compared OMol25 structures with the same formula, charge and spin	112.4	kcal per mole
2S+1	1
HOMO-LUMO gap	0.3135	hartree

Each line ends with the Löwdin charge.
Geometry (Å):
C (1.331, -1.537, 0.943)  -0.11
C (0.017, -0.761, 0.871)  -0.31
C (0.053, 0.361, -0.076)  0.09
C (-1.256, 0.830, -0.497)  -0.19
O (-1.218, 2.017, -1.350)  -0.03
C (-0.115, 2.204, -2.008)  -0.40
N (0.838, 2.441, -2.629)  0.15
H (1.441, -2.165, 0.054)  0.08
H (1.387, -2.180, 1.827)  0.07
H (2.162, -0.826, 0.953)  0.08
H (-0.867, -1.421, 0.825)  0.12
H (-0.110, -0.161, 1.800)  0.15
H (-1.792, 0.060, -1.075)  0.15
H (-1.872, 1.138, 0.361)  0.15


Entry 8:
A 3-piece molecular cluster, C42H35N2O7P2S overall. Source: the Open Molecules 2025 dataset; level of theory: the ωB97M-V functional and the def2-TZVPD basis.

Values from the calculation:
HOMO	-10.93	eV
total charge	+1
2S+1	1
HOMO-LUMO gap	0.2768	hartree

Each line ends with the Löwdin charge.
Geometry (Å):
C (-6.411, -0.303, -1.941)  0.00
C (-6.610, 0.372, -3.130)  -0.13
C (-6.039, 1.761, -3.429)  -0.10
C (-4.864, 2.135, -2.580)  -0.16
C (-4.801, 3.305, -1.904)  -0.01
N (-3.607, 3.318, -1.201)  -0.17
P (-3.162, 4.695, -0.177)  0.39
S (-4.318, 4.924, 1.331)  0.21
C (-2.978, 2.173, -1.476)  -0.23
P (-1.367, 1.820, -0.708)  0.45
O (-0.488, 2.936, -1.061)  -0.26
O (-1.548, 1.739, 0.865)  -0.09
O (-0.863, 0.416, -1.227)  -0.09
N (-3.690, 1.439, -2.327)  0.06
C (-3.329, 0.155, -2.916)  -0.06
C (-2.503, 0.350, -4.181)  -0.19
C (-1.479, 1.278, -4.275)  -0.05
C (-0.715, 1.407, -5.430)  -0.05
C (-0.994, 0.618, -6.535)  -0.03
C (-2.045, -0.293, -6.470)  -0.26
C (-2.339, -1.115, -7.701)  -0.04
C (-2.778, -0.433, -5.301)  0.00
H (-5.766, -1.178, -1.888)  0.06
H (-6.868, -0.003, -0.998)  0.07
H (-7.255, -0.055, -3.897)  0.11
H (-5.839, 1.828, -4.496)  0.13
H (-6.827, 2.478, -3.163)  0.13
H (-5.536, 4.088, -1.905)  0.14
H (-1.808, 4.566, 0.157)  0.00
H (-3.269, 5.769, -1.076)  0.00
H (-0.991, 1.045, 1.254)  0.09
H (0.083, 0.283, -1.042)  0.09
H (-2.771, -0.462, -2.218)  0.13
H (-4.201, -0.410, -3.213)  0.10
H (-1.232, 1.942, -3.454)  0.08
H (0.088, 2.131, -5.437)  0.11
H (-0.382, 0.736, -7.418)  0.12
H (-1.435, -1.622, -8.034)  0.09
H (-2.630, -0.452, -8.516)  0.09
H (-3.133, -1.841, -7.545)  0.08
H (-3.591, -1.151, -5.280)  0.12
C (2.689, 0.724, -0.613)  -0.07
C (3.446, 1.024, 0.507)  -0.06
C (4.442, 0.163, 0.917)  -0.01
C (4.690, -1.010, 0.215)  -0.07
C (3.918, -1.320, -0.905)  -0.07
C (2.918, -0.444, -1.323)  0.00
C (4.129, -2.595, -1.650)  -0.28
O (3.456, -2.856, -2.625)  0.11
C (5.174, -3.532, -1.158)  -0.08
C (5.351, -4.749, -1.803)  0.00
C (6.327, -5.628, -1.365)  -0.05
C (7.137, -5.292, -0.285)  -0.05
C (6.962, -4.082, 0.366)  0.00
C (5.976, -3.202, -0.061)  -0.08
C (5.779, -1.923, 0.671)  -0.27
O (6.476, -1.623, 1.617)  0.11
H (1.913, 1.419, -0.921)  0.09
H (3.251, 1.930, 1.067)  0.12
H (5.025, 0.403, 1.796)  0.12
H (2.325, -0.686, -2.196)  0.12
H (4.723, -5.008, -2.645)  0.12
H (6.461, -6.578, -1.866)  0.11
H (7.903, -5.978, 0.051)  0.11
H (7.587, -3.821, 1.208)  0.12
C (3.905, -1.404, 5.767)  -0.04
C (3.800, -0.925, 4.464)  -0.04
C (2.670, -0.223, 4.080)  0.00
C (1.639, -0.008, 4.981)  -0.08
C (1.735, -0.506, 6.281)  -0.08
C (2.876, -1.195, 6.673)  0.01
C (0.618, -0.323, 7.249)  -0.27
O (0.698, -0.748, 8.380)  0.12
C (-0.607, 0.391, 6.784)  -0.08
C (-1.683, 0.525, 7.651)  0.01
C (-2.824, 1.194, 7.241)  -0.05
C (-2.892, 1.741, 5.964)  -0.05
C (-1.825, 1.606, 5.092)  -0.01
C (-0.682, 0.924, 5.495)  -0.08
C (0.443, 0.757, 4.537)  -0.26
O (0.382, 1.227, 3.411)  0.07
H (4.790, -1.944, 6.074)  0.11
H (4.601, -1.098, 3.756)  0.10
H (2.583, 0.162, 3.073)  0.09
H (2.955, -1.570, 7.684)  0.12
H (-1.627, 0.102, 8.645)  0.12
H (-3.662, 1.293, 7.917)  0.11
H (-3.782, 2.269, 5.648)  0.11
H (-1.878, 2.027, 4.098)  0.11